Record 1
Density functional theory data (ωB97M-V with the def2-TZVPD basis set) for one molecule with the formula C25H50O2.

Summary:
Structure (SMILES)   CCCCCCCCCCCCCCCCCCCCCCCCC(=O)O
HOMO level   -0.3830 hartree

Last column: Mulliken charge in e.
CARTESIAN COORDINATES (ANGSTROEM)
C: 3.330 4.595 0.298  -1.2836
C: 3.916 3.227 0.626  -0.1749
C: 3.936 2.309 -0.594  -0.7887
C: 4.462 0.914 -0.254  -0.5593
C: 4.120 -0.097 -1.346  -0.2874
C: 4.833 -1.442 -1.199  -1.0219
C: 4.642 -2.143 0.148  -1.0780
C: 3.191 -2.329 0.591  0.7723
C: 2.325 -3.112 -0.393  -0.8219
C: 0.927 -3.344 0.178  0.1957
C: -0.041 -3.914 -0.856  -0.8154
C: -1.454 -4.113 -0.306  -1.1065
C: -2.162 -2.800 0.030  0.3383
C: -3.621 -3.033 0.418  -1.0821
C: -4.319 -1.778 0.943  -0.7555
C: -4.438 -0.669 -0.101  0.2788
C: -5.269 0.505 0.413  -0.7035
C: -5.476 1.611 -0.625  -1.0918
C: -4.190 2.277 -1.121  -0.4849
C: -3.463 3.067 -0.035  -0.2967
C: -2.097 3.586 -0.488  -1.2137
C: -1.030 2.499 -0.633  -0.3635
C: -0.596 1.909 0.707  -0.7789
H: -1.458 1.497 1.234  0.3175
H: -0.162 2.696 1.327  0.4003
C: 0.438 0.792 0.514  1.4183
C: 0.897 0.311 1.863  -0.0594
O: 1.848 0.726 2.469  -0.6136
O: 0.088 -0.637 2.360  -0.3988
H: 0.386 -0.913 3.241  0.3321
H: -0.012 -0.037 -0.033  0.2909
H: 1.299 1.176 -0.031  -1.0217
H: -0.156 2.932 -1.125  0.3826
H: -1.401 1.700 -1.277  0.3028
H: -2.215 4.094 -1.448  0.4118
H: -1.742 4.326 0.234  0.3745
H: -4.085 3.918 0.253  0.3865
H: -3.335 2.447 0.851  0.1133
H: -3.531 1.514 -1.533  0.2175
H: -4.445 2.957 -1.938  0.3854
H: -5.997 1.184 -1.486  0.3860
H: -6.126 2.376 -0.193  0.3737
H: -4.796 0.916 1.307  0.3044
H: -6.253 0.134 0.713  0.4366
H: -3.439 -0.321 -0.361  -0.3401
H: -4.903 -1.071 -1.005  0.3282
H: -5.322 -2.053 1.282  0.3793
H: -3.771 -1.398 1.809  0.2949
H: -3.659 -3.801 1.195  0.3741
H: -4.169 -3.415 -0.447  0.3774
H: -2.115 -2.144 -0.841  0.2721
H: -1.653 -2.304 0.858  -0.0052
H: -2.047 -4.647 -1.053  0.4245
H: -1.409 -4.740 0.588  0.3788
H: -0.084 -3.243 -1.718  0.3560
H: 0.342 -4.875 -1.208  0.4123
H: 0.990 -4.028 1.029  0.3329
H: 0.541 -2.395 0.549  -0.3420
H: 2.797 -4.072 -0.618  0.3129
H: 2.239 -2.558 -1.329  0.3560
H: 2.738 -1.351 0.762  -1.1048
H: 3.196 -2.855 1.550  0.6272
H: 5.122 -3.123 0.088  0.4331
H: 5.161 -1.573 0.922  0.3681
H: 4.492 -2.102 -2.000  0.3454
H: 5.906 -1.287 -1.345  0.4386
H: 4.395 0.325 -2.317  0.5420
H: 3.039 -0.256 -1.358  -0.1227
H: 5.545 0.958 -0.121  0.6476
H: 4.025 0.597 0.694  0.1489
H: 2.920 2.226 -0.990  0.1650
H: 4.550 2.753 -1.381  0.4848
H: 3.324 2.756 1.414  0.1630
H: 4.934 3.347 1.003  0.3924
H: 3.330 5.232 1.178  0.3934
H: 3.912 5.085 -0.481  0.3681
H: 2.305 4.497 -0.055  0.1801

---

Record 2
Density functional theory data (ωB97M-V with the def2-TZVPD basis set) for a 2-piece molecular cluster, C4H12NO2 overall.

Summary:
2S+1   2
Net charge   +2
HOMO level (spin up / spin down)   -0.7197 / -0.7195 hartree
<S²>   0.7577

Last column: Mulliken spin population.
CARTESIAN COORDINATES (ANGSTROEM)
O: -1.996 2.000 0.604  0.7811
C: -0.986 2.451 0.160  -0.0219
C: 0.099 1.602 -0.502  0.1358
N: 0.194 0.220 0.063  -0.0047
C: -0.764 -0.765 -0.638  0.0044
C: -1.091 -1.933 0.255  0.0020
H: -0.914 3.566 0.241  0.1011
H: 1.026 2.173 -0.458  -0.0018
H: -0.257 1.528 -1.536  -0.0069
H: 1.159 -0.140 -0.107  0.0004
H: -0.005 0.164 1.064  0.0031
H: -1.675 -0.216 -0.919  0.0073
H: -0.275 -1.062 -1.558  -0.0013
H: -0.207 -2.512 0.470  0.0011
H: -1.510 -1.664 1.223  -0.0011
H: -1.769 -2.607 -0.263  0.0002
H: 3.093 -0.333 0.142  -0.0001
H: 3.208 -1.643 0.892  0.0000
O: 2.672 -0.828 0.869  0.0014